[1]
Molecular formula: C4H5NO
Method: DFT, ωB97M-V with the def2-TZVPD basis set

Positions of all 11 atoms, in Å:
O  2.479  -0.723  0.736
C  1.497  -0.922  -0.194
C  0.225  -0.779  0.066
C  -1.048  -0.514  0.241
C  -1.598  0.845  0.022
N  -0.861  1.817  -0.339
H  3.331  -0.820  0.299
H  1.812  -1.230  -1.190
H  -1.743  -1.285  0.575
H  -2.677  0.942  0.205
H  -1.418  2.668  -0.421

Calculated values
**Multiplicity**: 1
**SMILES string**: [H]/N=C/C=C=CO
**Net charge**: 0
**ΔE to the lowest compared entry with this formula, charge and spin**: 59.1 kcal/mol
**HOMO level**: -0.330 Eh
**Kohn-Sham gap**: 9.364 eV

[2]
Molecular formula: C37H29BrF5IrN6OS
Method: DFT, ωB97M-V with the def2-TZVPD basis set

Positions of all 81 atoms, in Å:
Ir  -0.452  -0.469  -0.439
C  -0.736  0.688  -3.261
N  -0.685  1.085  -1.832
C  0.478  2.015  -1.694
C  -1.917  1.803  -1.414
C  -2.502  2.737  -2.248
C  -3.620  3.442  -1.825
C  -4.131  3.207  -0.556
C  -3.551  2.276  0.288
C  -2.434  1.545  -0.127
N  -1.814  0.551  0.592
C  -1.535  0.508  1.942
C  -1.670  1.534  2.869
C  -1.175  1.374  4.159
C  -0.532  0.209  4.543
C  -0.387  -0.831  3.621
C  -0.879  -0.680  2.349
N  -0.803  -1.731  1.307
C  0.254  -2.734  1.509
C  -2.122  -2.415  1.375
H  -0.444  1.531  -3.890
H  -1.739  0.383  -3.526
H  -0.043  -0.131  -3.429
H  0.295  2.912  -2.290
H  1.371  1.506  -2.054
H  0.608  2.277  -0.649
H  -2.092  2.926  -3.233
H  -4.084  4.167  -2.480
H  -5.009  3.746  -0.224
H  -3.974  2.078  1.264
H  -2.121  2.471  2.569
H  -1.273  2.190  4.864
H  -0.136  0.103  5.543
H  0.114  -1.744  3.912
H  0.037  -3.369  2.373
H  1.210  -2.241  1.661
H  0.299  -3.359  0.618
H  -2.246  -2.783  2.397
H  -2.160  -3.245  0.679
H  -2.907  -1.706  1.130
Br  12.066  -4.748  0.293
C  10.403  -3.860  0.465
C  10.337  -2.676  1.178
C  9.111  -2.038  1.305
C  7.977  -2.573  0.712
C  8.057  -3.767  0.002
C  9.273  -4.414  -0.120
N  6.765  -1.841  0.919
N  5.842  -2.184  0.165
C  4.633  -1.461  0.347
C  4.389  -0.588  1.386
C  3.173  0.081  1.523
C  2.140  -0.133  0.618
O  1.002  0.503  0.671
C  2.362  -1.097  -0.422
N  1.295  -1.351  -1.251
C  1.473  -2.098  -2.313
C  2.719  -2.685  -2.612
C  3.768  -2.520  -1.758
C  3.611  -1.711  -0.604
H  11.226  -2.261  1.630
H  9.022  -1.116  1.862
H  7.164  -4.182  -0.442
H  9.347  -5.348  -0.661
H  5.177  -0.425  2.109
H  3.009  0.780  2.333
H  0.601  -2.300  -2.919
H  2.813  -3.280  -3.509
H  4.725  -2.988  -1.943
F  -5.099  -0.857  -6.288
C  -4.350  -1.125  -5.220
C  -4.761  -0.720  -3.960
F  -5.913  -0.064  -3.821
C  -3.973  -1.006  -2.861
F  -4.405  -0.594  -1.669
C  -2.752  -1.676  -2.966
S  -1.824  -2.088  -1.528
C  -2.382  -2.075  -4.243
F  -1.228  -2.728  -4.448
C  -3.157  -1.809  -5.360
F  -2.754  -2.201  -6.571

Calculated values
**Multiplicity**: 1
**Net charge**: 0
**ΔE to the lowest compared entry with this formula, charge and spin**: 0.0 kcal/mol
**HOMO level**: -0.253 Eh
**Kohn-Sham gap**: 6.216 eV

[3]
Molecular formula: C4H12N2O
Method: DFT, ωB97M-V with the def2-TZVPD basis set

Positions of all 19 atoms, in Å:
C  -0.378  0.862  1.415
C  -0.448  1.591  0.066
C  -1.123  0.860  -1.113
N  -0.441  -0.306  -1.634
C  -0.548  -1.642  -1.373
N  0.336  -2.558  -1.586
H  0.236  -0.045  1.266
H  -1.342  0.656  1.893
H  0.260  1.415  2.119
H  -1.089  2.464  0.231
H  0.513  2.016  -0.220
H  -1.195  1.618  -1.891
H  -2.089  0.541  -0.716
H  0.010  -0.108  -2.521
H  -1.514  -1.805  -0.855
H  0.559  -2.584  -2.585
H  2.849  -0.313  2.884
H  2.936  -1.744  2.385
O  2.471  -0.919  2.234

Calculated values
**Multiplicity**: 1
**SMILES string**: [H]/N=C\NCCC.O
**Net charge**: 0
**ΔE to the lowest compared entry with this formula, charge and spin**: 59.9 kcal/mol
**HOMO level**: -0.299 Eh
**Kohn-Sham gap**: 9.023 eV